A cluster of 2 separate species, C2H7NO2 in total in a non-equilibrium geometry. Source: the OMol25 dataset; level of theory: ωB97M-V with the def2-TZVPD basis set.

The geometry in XYZ format:
```
12
Properties=species:S:1:pos:R:3
C 0.0464 0.7709 1.1714
N -0.2884 0.2582 -0.1598
C -0.7209 0.9463 -1.1627
O -1.2150 2.0498 -0.9453
H -0.1955 0.0175 1.9398
H -0.4980 1.7009 1.4069
H 1.1291 0.9777 1.2099
H 0.0070 -0.7006 -0.3601
H -0.5771 0.4325 -2.1440
O 0.4982 -2.1067 -0.6097
H 1.4616 -1.9111 -0.6526
H 0.3525 -2.4355 0.3062
```

- F_max: 0.0685 hartree/bohr
- Energy above the lowest of the compared OMol25 structures with the same formula, charge and spin: 1.479 eV
- Structure (SMILES): CNC=O.O
- E_LUMO: 0.20 eV